Computed, not measured: a molecular structure, C71H66F6N2O6ReS4Sb2SeSi at a distorted geometry, with the ωB97M-V functional and the def2-TZVPD basis.

Atoms and positions in Å:
Re 0.4907 0.4027 -0.8421
C 8.1220 0.9442 -2.0079
C 6.6974 1.0221 -1.5743
C 6.3672 1.5912 -0.3485
C 5.0503 1.6945 0.0512
C 4.0547 1.2024 -0.7722
C 4.3578 0.5871 -1.9738
C 5.6795 0.5063 -2.3716
S 2.3727 1.5693 -0.2515
O 2.3899 1.6783 1.2031
C 2.2414 3.2466 -0.8864
C 2.1561 4.2597 0.0805
C 1.9553 5.5548 -0.2914
C 1.7676 5.8844 -1.6505
C 1.5198 7.2099 -2.0651
C 1.3785 7.5194 -3.3899
C 1.4534 6.5052 -4.3561
C 1.6770 5.2069 -3.9872
C 1.8572 4.8592 -2.6301
C 2.1382 3.5129 -2.2309
C 2.5496 2.6108 -3.3363
C 3.8259 2.9809 -3.8831
C 4.7079 3.8533 -3.2078
C 5.9068 4.2101 -3.7625
C 6.2925 3.7147 -5.0154
C 5.4808 2.8383 -5.6767
C 4.2470 2.4449 -5.1252
C 3.4113 1.5303 -5.7927
C 2.2659 1.0999 -5.1999
C 1.8190 1.6309 -3.9767
S 0.4584 0.6482 -3.2227
O 0.8839 -0.7134 -3.5887
C -1.0096 0.8299 -4.2816
C -2.1929 1.4165 -3.8597
C -3.2946 1.4134 -4.6956
C -3.2455 0.8217 -5.9538
C -4.4254 0.8828 -6.8622
C -2.0766 0.1714 -6.3282
C -0.9777 0.1551 -5.4926
H 8.7305 1.6485 -1.4481
H 8.2167 1.1548 -3.0701
H 8.5076 -0.0590 -1.8289
H 7.1489 1.9620 0.2954
H 4.7759 2.1342 0.9963
H 3.5787 0.1578 -2.5866
H 5.9236 0.0466 -3.3176
H 2.2889 3.9805 1.1126
H 1.9427 6.3408 0.4452
H 1.4468 7.9819 -1.3149
H 1.2082 8.5392 -3.7030
H 1.3315 6.7559 -5.3992
H 1.7293 4.4400 -4.7468
H 4.4436 4.2344 -2.2335
H 6.5673 4.8831 -3.2377
H 7.2322 4.0220 -5.4463
H 5.7685 2.4227 -6.6292
H 3.6978 1.1653 -6.7658
H 1.6721 0.3392 -5.6706
H -2.3079 1.8463 -2.8767
H -4.2101 1.8750 -4.3586
H -4.6931 1.9195 -7.0579
H -5.2769 0.3924 -6.3962
H -4.2172 0.3972 -7.8099
H -2.0220 -0.3385 -7.2782
H -0.1076 -0.4173 -5.7696
C -0.6299 -4.0104 2.2925
C 0.4791 -3.2828 3.0228
C 1.0299 -2.1576 2.1638
Sb -0.0799 -0.2500 1.6429
C 0.3558 0.6676 3.5769
C 0.7800 -0.1375 4.6241
C 0.8284 0.3474 5.9209
C 0.4828 1.6594 6.1871
C 0.0784 2.4765 5.1475
C 0.0016 1.9797 3.8585
C -2.1366 0.5042 1.9214
C -2.7155 0.4806 3.1848
C -3.8830 1.1798 3.4360
C -4.4739 1.9377 2.4369
C -3.9195 1.9433 1.1703
C -2.7658 1.2139 0.9120
Sb -2.3673 -2.6735 2.1520
C -2.6923 -3.1681 4.3050
C -3.2663 -4.3963 4.5407
C -3.3069 -4.8913 5.8343
C -2.7824 -4.1539 6.8798
C -2.2074 -2.9218 6.6304
C -2.1524 -2.4296 5.3341
C -3.6296 -4.1432 1.2371
C -4.9738 -4.1898 1.5744
C -5.8066 -5.1118 0.9646
C -5.3033 -5.9608 -0.0079
C -3.9577 -5.9269 -0.3329
C -3.1161 -5.0235 0.2966
H -0.9647 -4.8943 2.8447
H -0.3066 -4.2834 1.2899
H 1.3034 -3.9809 3.2061
H 0.1199 -2.9376 3.9968
H 1.2667 -2.5646 1.1746
H 1.9478 -1.7202 2.5830
H 1.0824 -1.1579 4.4524
H 1.1376 -0.3075 6.7218
H 0.5331 2.0425 7.1927
H -0.1923 3.5036 5.3378
H -0.3509 2.6498 3.0882
H -2.2295 -0.0478 3.9910
H -4.3207 1.1402 4.4206
H -5.3619 2.5155 2.6432
H -4.3780 2.5058 0.3701
H -2.3968 1.1949 -0.1047
H -3.6701 -4.9738 3.7249
H -3.7502 -5.8575 6.0107
H -2.8182 -4.5409 7.8855
H -1.7943 -2.3379 7.4372
H -1.6683 -1.4797 5.1527
H -5.3626 -3.5238 2.3325
H -6.8461 -5.1672 1.2499
H -5.9676 -6.6482 -0.5075
H -3.5581 -6.6008 -1.0763
H -2.0621 -5.0042 0.0454
C -1.5359 5.0617 -0.4564
C -1.2650 4.5413 -1.7110
C -0.7036 3.2806 -1.8148
N -0.4228 2.5213 -0.7605
C -0.6405 3.0472 0.4432
C -1.1905 4.2993 0.6486
H -1.9861 6.0368 -0.3512
H -1.4787 5.1016 -2.6053
H -0.4519 2.8934 -2.7919
H -0.3148 2.4328 1.2766
H -1.3466 4.6611 1.6525
C 4.3575 -3.5234 -1.9418
Si 2.4802 -3.7096 -2.2624
C 1.8722 -3.6135 -4.0677
C 1.5951 -4.9162 -1.0643
Se 1.8785 -1.4309 -0.9954
H 4.8789 -4.4721 -2.0286
H 4.5136 -3.1224 -0.9418
H 4.8071 -2.8295 -2.6475
H 2.6911 -3.7405 -4.7712
H 1.4199 -2.6396 -4.2413
H 1.1255 -4.3729 -4.2847
H 1.7793 -5.9488 -1.3456
H 0.5214 -4.7483 -1.0748
H 1.9607 -4.7720 -0.0496
F -2.5564 -1.9967 -3.5553
C -2.1717 -2.7309 -2.5260
F -1.0170 -3.3214 -2.8521
F -3.0442 -3.6953 -2.2794
S -1.9066 -1.6586 -1.0258
O -0.9446 -2.3642 -0.2292
O -1.4326 -0.4133 -1.5785
N -3.2217 -1.5427 -0.2462
S -4.4252 -0.8594 -1.0676
O -4.8570 -1.7212 -2.1055
O -4.1529 0.4984 -1.3961
C -5.6761 -0.9110 0.3405
F -6.5178 -1.9160 0.1826
F -6.3643 0.2137 0.4656
F -5.0175 -1.1076 1.5017

The energy relative to the best compared isomer or geometry (same formula, charge and spin) is 0.0 kJ/mol. Its expectation value of S² is 3.7797. The total charge is +2. As for the total energy: -238019.873 eV. Its multiplicity is 4.